CH7N2S | the ωB97M-V functional and the def2-TZVPD basis

Results
Relative energy (zero: lowest compared OMol25 entry of this formula, charge and spin)   86.98 kJ/mol
DFT total energy   -550.0008 Eh
Total charge   -1
F_max   0.04348 Eh/bohr
HOMO   -0.106 Eh

XYZ file:
```
11
Properties=species:S:1:pos:R:3:forces:R:3
S 1.597 -1.876 -0.979 0.17 -2.08 0.41
H 1.668 -3.252 -0.559 -0.07 1.86 -0.59
N -0.822 0.878 -1.049 -0.43 0.03 2.07
C -0.288 1.132 0.345 -0.30 0.70 -0.11
N -0.041 -0.049 1.117 0.89 -0.54 0.48
H -1.220 -0.091 -1.006 0.88 1.13 -0.38
H 0.055 0.867 -1.515 0.38 -0.74 -1.27
H -1.031 1.545 1.035 -0.29 1.10 -0.80
H 0.552 1.956 0.239 -1.17 -1.89 0.24
H 0.390 -0.903 0.690 -0.28 1.01 -0.01
H -0.860 -0.207 1.682 0.22 -0.58 -0.03
```
Forces are in eV/Å.

---

CH7N2S | the ωB97M-V functional and the def2-TZVPD basis

Results
Relative energy (zero: lowest compared OMol25 entry of this formula, charge and spin)   43.17 kJ/mol
DFT total energy   -550.0175 Eh
Total charge   -1
F_max   0.03572 Eh/bohr
HOMO   -0.098 Eh

XYZ file:
```
11
Properties=species:S:1:pos:R:3:forces:R:3
S -2.870 -1.387 0.530 -0.35 -0.23 0.33
H -2.768 -0.884 1.777 0.02 -0.07 -0.09
N 1.750 0.238 0.449 -0.53 -0.16 -0.06
C 0.931 0.342 -0.782 -0.72 1.68 -0.15
N -0.512 0.228 -0.712 1.26 -0.56 -0.58
H 1.560 -0.647 0.898 0.03 -0.52 -0.05
H 1.279 0.879 1.084 0.29 0.16 0.08
H 1.289 -0.267 -1.609 0.28 -0.26 0.28
H 1.061 1.394 -1.066 0.50 -0.12 -0.34
H -0.899 0.832 -0.006 -0.33 -0.22 0.18
H -0.822 -0.729 -0.563 -0.47 0.29 0.40
```
Forces are in eV/Å.

---

CH7N2S | the ωB97M-V functional and the def2-TZVPD basis

Results
Relative energy (zero: lowest compared OMol25 entry of this formula, charge and spin)   51.52 kJ/mol
DFT total energy   -550.0143 Eh
Total charge   -1
F_max   0.03205 Eh/bohr
HOMO   -0.100 Eh

XYZ file:
```
11
Properties=species:S:1:pos:R:3:forces:R:3
N -1.065 -0.114 -0.475 0.10 -0.18 0.63
C -0.069 0.306 0.536 -0.74 -1.40 0.45
N -0.535 1.520 1.167 -0.34 0.65 0.73
H -1.171 -1.119 -0.378 -0.10 0.04 0.05
H -0.682 -0.067 -1.412 0.36 0.25 0.09
H 0.006 -0.489 1.365 -0.14 0.90 -1.32
H 0.927 0.380 0.113 0.15 0.13 -0.19
H 0.228 2.033 1.572 0.15 0.30 0.02
H -1.116 2.130 0.604 0.30 -0.37 -0.25
S 1.337 -1.834 -1.268 0.13 -0.18 -0.12
H 2.140 -2.745 -1.824 0.13 -0.13 -0.10
```
Forces are in eV/Å.

---

CH7N2Si | the ωB97M-V functional and the def2-TZVPD basis

Results
Relative energy (zero: lowest compared OMol25 entry of this formula, charge and spin)   355.27 kJ/mol
DFT total energy   -440.9219 Eh
Total charge   +1
F_max   0.08930 Eh/bohr
HOMO   -0.564 Eh

XYZ file:
```
11
Properties=species:S:1:pos:R:3:forces:R:3
C 1.015 -0.117 -0.530 3.12 0.88 -0.43
N 2.213 -0.122 0.096 -1.27 -0.03 2.60
N -0.083 -0.017 0.121 -0.10 -1.16 3.85
Si -1.953 -0.128 0.045 2.31 -1.20 -1.58
H 1.206 -0.085 -1.637 -1.30 -0.09 0.80
H 3.156 0.074 -0.262 -0.99 -0.31 -0.22
H 2.062 -0.083 1.160 1.02 -0.03 -2.15
H 0.269 -0.273 1.787 -0.89 0.85 -4.43
H -2.022 -1.006 1.106 -0.75 -0.99 1.75
H -2.293 1.198 0.128 -0.90 2.00 0.26
H -2.205 -0.843 -1.189 -0.25 0.08 -0.46
```
Forces are in eV/Å.

---

CH7N3 | the ωB97M-V functional and the def2-TZVPD basis

Results
Relative energy (zero: lowest compared OMol25 entry of this formula, charge and spin)   67.49 kJ/mol
DFT total energy   -206.5388 Eh
SMILES   [H]/N=C/N.N
F_max   0.01575 Eh/bohr
HOMO   -0.378 Eh

XYZ file:
```
11
Properties=species:S:1:pos:R:3:forces:R:3
H 3.114 0.236 -1.363 -0.06 -0.23 -0.15
N 2.114 0.394 -1.245 -0.01 0.50 0.20
C 1.812 0.255 -0.025 0.22 -0.44 -0.37
N 0.536 0.622 0.480 0.35 0.61 -0.40
H 2.561 -0.084 0.684 -0.17 -0.15 0.46
H -0.190 -0.067 0.323 0.35 -0.32 0.06
H 0.309 1.405 -0.129 -0.52 0.01 0.11
N -2.773 -0.651 0.484 0.08 0.22 0.19
H -3.061 -0.503 -0.472 -0.02 -0.19 -0.13
H -2.418 -1.588 0.600 -0.07 -0.15 -0.16
H -2.004 -0.019 0.661 -0.17 0.15 0.18
```
Forces are in eV/Å.

---

CH7N3S | the ωB97M-V functional and the def2-TZVPD basis

Results
Relative energy (zero: lowest compared OMol25 entry of this formula, charge and spin)   378.15 kJ/mol
DFT total energy   -604.5961 Eh
F_max   0.09638 Eh/bohr
HOMO (spin up / spin down)   -0.307 / -0.307 Eh

XYZ file:
```
12
Properties=species:S:1:pos:R:3:forces:R:3
C 1.539 0.715 -0.406 1.56 -2.61 -0.21
N 0.205 -1.566 0.780 0.82 4.40 0.24
N -1.861 -0.284 -0.552 0.83 -2.08 -0.25
N -1.089 0.714 -0.007 1.28 0.58 -0.93
S 0.460 0.226 0.943 -2.65 -3.73 -1.89
H 2.312 1.255 0.074 0.68 1.16 0.16
H 0.962 1.221 -1.117 -0.63 1.12 -0.88
H 2.115 -0.140 -0.941 -1.46 0.92 1.18
H 0.680 -1.662 1.662 0.15 -1.29 0.93
H -1.250 -0.987 -1.060 -0.99 1.24 0.81
H -2.307 -0.805 0.207 0.09 -0.33 -0.31
H -1.766 1.312 0.418 0.33 0.64 1.15
```
Forces are in eV/Å.

---

CH7N5 | the ωB97M-V functional and the def2-TZVPD basis

Results
Relative energy (zero: lowest compared OMol25 entry of this formula, charge and spin)   244.12 kJ/mol
DFT total energy   -315.9320 Eh
SMILES   N=C(NN)NN
F_max   0.14744 Eh/bohr
HOMO   -0.317 Eh

XYZ file:
```
13
Properties=species:S:1:pos:R:3:forces:R:3
N 0.015 1.877 1.118 -0.74 -0.20 -0.20
C -0.149 0.787 0.461 1.66 0.97 -1.33
N 1.044 -0.036 0.433 -1.77 2.14 3.17
N 0.695 -1.357 0.076 2.96 -4.30 5.50
N -1.143 0.345 -0.373 -2.19 3.41 -0.32
N -0.815 -0.398 -1.510 0.43 -3.13 0.21
H -0.643 2.594 0.815 -0.16 -0.23 0.40
H 1.304 0.227 1.500 0.24 -1.57 -2.87
H 1.658 -1.788 -0.076 -1.84 0.21 -0.01
H 0.295 -1.937 0.995 1.25 1.74 -2.74
H -1.901 1.090 -0.615 1.88 -1.73 0.99
H 0.076 -0.083 -1.947 -0.74 0.19 0.53
H -0.437 -1.322 -0.876 -0.97 2.49 -3.34
```
Forces are in eV/Å.

---

CH7N5S | the ωB97M-V functional and the def2-TZVPD basis

Results
Relative energy (zero: lowest compared OMol25 entry of this formula, charge and spin)   184.59 kJ/mol
DFT total energy   -713.4114 Eh
Total charge   +2
F_max   0.07263 Eh/bohr
HOMO   -0.530 Eh

XYZ file:
```
14
Properties=species:S:1:pos:R:3:forces:R:3
C -2.965 1.857 -11.422 3.49 1.02 0.87
N -1.938 2.288 -11.186 -0.63 0.67 -0.37
N 1.043 -0.621 8.536 -0.56 -2.04 -0.75
N 1.359 -3.380 8.269 0.61 -0.63 1.46
N -0.837 2.978 -11.067 -0.53 -0.67 1.24
N 0.226 -3.066 8.019 -1.11 -0.36 -1.24
S 1.597 0.631 8.964 2.03 3.02 0.44
H -3.884 1.530 -11.638 -3.24 -1.37 -0.69
H 1.613 -4.260 7.882 0.50 -1.19 -0.79
H 2.078 -3.076 8.970 -0.91 1.19 -0.45
H -0.631 3.201 -10.049 0.39 0.01 -2.28
H -0.461 3.201 -11.998 0.52 0.35 1.19
H -0.155 -2.180 8.359 0.78 0.49 0.88
H 2.957 0.897 8.361 -1.33 -0.50 0.48
```
Forces are in eV/Å.

---

CH7N5S | the ωB97M-V functional and the def2-TZVPD basis

Results
Relative energy (zero: lowest compared OMol25 entry of this formula, charge and spin)   169.74 kJ/mol
DFT total energy   -713.4171 Eh
Total charge   +2
F_max   0.10818 Eh/bohr
HOMO (spin up / spin down)   -0.563 / -0.563 Eh

XYZ file:
```
14
Properties=species:S:1:pos:R:3:forces:R:3
C -10.374 -0.684 -0.909 1.15 1.58 1.86
N -10.133 -0.203 0.130 -0.89 -1.57 -3.89
N 8.216 0.639 -0.221 -5.20 -1.93 -0.45
N 6.352 -0.480 -0.816 -0.53 -0.70 -0.28
N -10.068 0.274 1.306 1.93 1.22 1.68
N 7.510 -0.419 -0.142 4.02 -1.57 0.94
S 9.681 0.864 0.239 2.88 0.14 1.09
H -10.508 -0.827 -1.997 -0.08 -0.13 1.01
H 6.125 0.361 -1.300 0.21 0.78 -0.43
H 5.519 -0.882 -0.383 0.83 -0.24 0.49
H -10.923 0.116 1.839 0.57 0.37 0.34
H -9.137 0.755 1.658 -2.73 -1.48 -0.99
H 8.178 -1.728 0.206 -2.17 3.96 -1.06
H 9.560 2.216 0.390 0.01 -0.45 -0.30
```
Forces are in eV/Å.

---

CH7N6 | the ωB97M-V functional and the def2-TZVPD basis

Results
Relative energy (zero: lowest compared OMol25 entry of this formula, charge and spin)   567.76 kJ/mol
DFT total energy   -370.3787 Eh
SMILES   N[NH+]=C1NNNN1
Total charge   +1
F_max   0.12338 Eh/bohr
HOMO   -0.484 Eh

XYZ file:
```
14
Properties=species:S:1:pos:R:3:forces:R:3
N -2.646 -0.130 0.169 -0.55 0.05 -1.14
N -1.324 -0.034 0.656 -0.46 0.41 0.48
C -0.125 -0.085 0.088 1.63 3.34 5.14
N 1.079 0.541 0.873 0.87 -0.83 -0.95
N 2.254 0.149 0.152 -2.59 2.16 -3.52
N 1.733 -0.123 -1.217 2.59 2.51 0.00
N 0.347 -0.323 -1.103 -0.51 -1.65 -0.88
H -2.893 -0.216 -0.824 1.06 0.16 0.75
H -3.436 -0.361 0.788 1.53 -0.11 0.06
H -1.328 0.506 1.537 0.24 -0.72 -0.64
H 1.631 1.021 1.718 -3.53 -1.10 -1.44
H 2.792 -0.564 0.546 0.21 -2.20 0.44
H 1.843 0.797 -1.806 -0.15 -2.07 1.75
H 0.073 -1.179 -1.577 -0.34 0.06 -0.06
```
Forces are in eV/Å.